Density functional theory data (ωB97M-V with the def2-TZVPD basis set) for an isolated molecule of C2H6N2O2.

## Properties
HOMO level (eV): -9.467
Energy (eV): -9240.58878
Energy above the lowest of the compared OMol25 structures with the same formula, charge and spin (kcal/mol): 155.2
Orbital gap (eV): 10.3
Multiplicity: 1
Strongest force on any atom (eV/A): 6.59
Lowest unoccupied orbital energy (eV): 0.795

Geometry as XYZ:
```
12
Properties=species:S:1:pos:R:3:forces:R:3
C 1.369 -0.015 0.053 3.212 -1.330 5.596
C -0.914 -0.048 -0.287 -3.313 -2.219 -1.532
H 1.455 0.734 0.967 -0.793 -1.039 -2.135
H 2.073 0.165 -0.638 4.298 0.913 -1.171
H 1.745 -0.995 0.620 -1.956 1.326 -1.952
H 0.632 1.937 -1.937 -0.139 -1.019 0.136
H -1.974 0.009 -0.916 3.006 0.689 1.555
H -2.039 -1.725 2.068 -0.598 2.506 -3.038
N 0.374 0.150 -0.903 -4.303 1.606 0.339
N -0.929 -0.799 0.747 -0.462 0.923 0.461
O 0.446 1.640 -1.028 -0.417 -0.119 -0.242
O -2.236 -1.053 1.255 1.466 -2.234 1.984
```
Positions in Å, forces in eV/Å.